[1]
{
  "formula": "C4H11N2O",
  "method": "ωB97M-V/def2-TZVPD",
  "species": ["C", "C", "C", "C", "N", "N", "O", "H", "H", "H", "H", "H", "H", "H", "H", "H", "H", "H"],
  "coordinates": [[-2.36312, -0.08071, -0.73120], [0.72860, 1.77001, 0.66039], [-1.16001, -0.44901, 0.04537], [0.87606, 0.54588, -0.16959], [2.40065, -1.12423, -0.79875], [-1.07313, -1.34075, 0.93405], [1.79550, -0.30678, 0.29085], [-2.22863, 0.95527, -0.81454], [-3.30721, -0.60897, -0.22973], [-2.50513, -0.43719, -1.76364], [-0.29683, 2.16238, 0.50485], [1.35907, 2.57714, 0.23755], [1.07123, 1.43164, 1.69134], [2.69628, -2.11052, -0.42767], [0.92953, 0.81078, -1.23233], [3.10782, -0.52746, -1.05773], [-0.17774, -1.45347, 1.40934], [-1.85296, -1.81401, 1.45143]],
  "atomic_forces_ev_per_a": [[-1.7, -3.0, 1.5], [0.0, -0.4, 0.8], [2.6, 0.9, -2.5], [-1.0, -0.2, -0.8], [-2.8, -2.6, 1.5], [-0.5, -0.9, 2.3], [-0.1, -0.9, -0.5], [-1.1, 1.8, 0.1], [1.5, 2.0, -0.7], [1.1, -0.2, 0.2], [0.5, -0.3, 0.9], [0.1, -0.6, 0.4], [-0.9, 1.2, -0.9], [-0.5, 2.9, -0.4], [-0.4, -1.0, 0.0], [2.6, 0.9, -0.7], [0.0, 0.0, -0.1], [0.5, 0.4, -1.1]],
  "nbo_charge": [-0.751, -0.697, 0.373, 0.310, -0.509, -0.686, -0.391, 0.260, 0.239, 0.300, 0.244, 0.261, 0.246, 0.397, 0.209, 0.362, 0.416, 0.417],
  "total_charge": 1,
  "energy_ev": -9342.8771,
  "homo_ev": -13.545
}



[2]
{
  "formula": "C4H11N2O",
  "method": "ωB97M-V/def2-TZVPD",
  "species": ["C", "C", "C", "C", "N", "N", "O", "H", "H", "H", "H", "H", "H", "H", "H", "H", "H", "H"],
  "coordinates": [[1.31130, -0.69445, 0.88587], [2.19172, 0.98154, -0.60973], [-2.60285, 0.98804, 0.39179], [-1.98738, -1.08538, -0.40348], [1.58653, 0.56750, 0.61707], [-1.61227, 0.17106, 0.26760], [1.52365, -1.68391, 0.05725], [3.25574, 0.46149, -0.64709], [1.59416, 0.61134, -1.54947], [2.44547, 2.06076, -0.60368], [0.83061, -0.86832, 1.84668], [-3.60144, 0.61615, 0.11167], [-2.21157, 1.95636, 0.76177], [-2.97933, -1.15362, -0.61515], [-1.73143, -1.83953, 0.20676], [-1.29330, -1.20876, -1.18394], [1.38909, 1.32259, 1.23056], [1.89131, -1.20283, -0.76450]],
  "atomic_forces_ev_per_a": [[-0.6, 1.6, 0.4], [2.4, -1.5, -2.3], [2.7, -0.8, 0.2], [2.3, 2.7, 0.6], [0.0, -1.9, -0.4], [-1.6, 0.4, -0.6], [0.7, 2.6, -0.8], [-1.9, 1.0, -0.2], [0.9, 1.1, 1.7], [-0.7, -0.7, -0.2], [0.2, -0.5, -0.3], [0.1, 1.1, 0.2], [-1.6, -0.2, 0.0], [-2.8, -0.1, -1.2], [0.7, -3.0, 2.5], [0.3, 0.0, -1.7], [-0.6, 0.0, 1.1], [-0.5, -1.7, 1.0]],
  "nbo_charge": [0.573, -0.494, -0.068, -0.435, -0.490, -0.452, -0.552, 0.234, 0.239, 0.280, 0.237, 0.183, 0.198, 0.192, 0.196, 0.194, 0.451, 0.516],
  "total_charge": 1,
  "energy_ev": -9345.2295,
  "homo_ev": -13.605
}



[3]
{
  "formula": "C4H11N2O",
  "method": "ωB97M-V/def2-TZVPD",
  "species": ["C", "C", "C", "C", "N", "N", "O", "H", "H", "H", "H", "H", "H", "H", "H", "H", "H", "H"],
  "coordinates": [[-0.56306, 1.14596, 0.45233], [0.79795, 1.06646, 1.13448], [-0.70039, -0.21169, -0.23775], [1.23301, -0.28565, -1.58604], [0.61790, -0.77658, -0.36027], [-1.35509, -1.29025, 0.63896], [1.31817, -0.25210, 0.80484], [-1.22434, 1.40064, 1.20047], [-0.89277, 1.84592, -0.35048], [1.36575, 1.85706, 0.72849], [0.90690, 0.99752, 2.26061], [-1.05876, -0.20833, -1.35176], [2.20879, -0.42597, -1.59971], [0.92605, -0.85915, -2.42557], [0.97801, 0.67442, -2.01757], [-1.96769, -0.96452, 1.32969], [-0.64873, -1.74427, 1.18891], [-1.94167, -1.96949, 0.19038]],
  "atomic_forces_ev_per_a": [[-0.4, -0.7, -1.4], [0.5, -1.1, 0.4], [0.1, -1.2, -1.4], [-3.3, 0.3, -1.0], [1.0, 1.5, 0.1], [-0.5, 0.4, -0.4], [-0.6, -0.3, -0.9], [-2.2, -0.1, 1.6], [1.6, 0.2, 0.6], [1.4, 0.7, -0.2], [-0.9, 0.8, -1.3], [-0.4, -0.1, 2.5], [4.6, -0.4, 0.6], [-0.7, -1.4, -0.5], [0.0, 1.1, 1.0], [-1.4, 1.5, 1.4], [1.1, -0.6, -0.1], [0.2, -0.7, -1.0]],
  "nbo_charge": [-0.507, -0.101, 0.091, -0.463, -0.154, -0.673, -0.387, 0.247, 0.265, 0.205, 0.229, 0.266, 0.237, 0.224, 0.194, 0.424, 0.457, 0.445],
  "total_charge": 1,
  "energy_ev": -9344.2048,
  "homo_ev": -14.060,
  "smiles": "CN1OCC[C@@H]1[NH3+]"
}



[4]
{
  "formula": "C4H11N2O",
  "method": "ωB97M-V/def2-TZVPD",
  "species": ["N", "C", "N", "H", "H", "H", "H", "H", "C", "C", "C", "O", "H", "H", "H", "H", "H", "H"],
  "coordinates": [[-2.60089, -0.36007, 0.55911], [-2.66009, -0.94222, -0.62296], [-1.67135, -1.10205, -1.45900], [-1.73933, -0.26765, 1.09817], [-3.43129, -0.39118, 1.13623], [-3.63965, -1.27708, -0.95306], [-1.86002, -1.47590, -2.37894], [-0.71018, -0.93576, -1.19148], [0.54646, 0.02420, 0.72511], [1.99861, 0.42914, 0.81063], [2.60453, 1.16267, -0.10559], [3.92017, 1.51733, 0.03457], [0.08848, 0.11999, 1.72420], [-0.02681, 0.72392, 0.09941], [0.36133, -1.03836, 0.47854], [2.60049, 0.07255, 1.64501], [2.06859, 1.55310, -0.98549], [4.15093, 2.18736, -0.61446]],
  "atomic_forces_ev_per_a": [[0.1, -0.8, 0.4], [-0.3, 0.4, 0.1], [0.0, -0.2, 0.1], [-0.1, 0.3, -0.5], [0.0, 0.1, -0.2], [0.0, 0.2, 0.0], [0.1, -0.1, 0.1], [0.0, 0.2, -0.1], [-0.1, 0.3, 0.7], [-0.2, -0.7, 0.1], [0.2, 0.7, -0.3], [-0.6, -0.2, -0.2], [0.2, 0.1, 0.0], [0.2, -0.3, -0.2], [0.3, 0.3, -0.2], [-0.2, 0.0, -0.1], [0.3, -0.1, 0.3], [0.0, 0.0, 0.0]],
  "nbo_charge": [-0.710, 0.404, -0.697, 0.439, 0.435, 0.233, 0.442, 0.439, -0.658, -0.314, 0.164, -0.664, 0.213, 0.204, 0.188, 0.231, 0.162, 0.490],
  "total_charge": 1,
  "energy_ev": -9346.9881,
  "homo_ev": -11.855
}



[5]
{
  "formula": "C4H11N2O",
  "method": "ωB97M-V/def2-TZVPD",
  "species": ["N", "C", "C", "N", "C", "C", "O", "H", "H", "H", "H", "H", "H", "H", "H", "H", "H", "H"],
  "coordinates": [[1.32154, -2.13256, -0.83692], [0.78165, -1.14946, 0.19523], [-0.11116, -0.26331, -0.70127], [-0.38607, 0.93402, -0.17521], [-0.11398, 1.44446, 1.17639], [-1.33299, 2.00257, 1.90337], [-0.37785, -0.59074, -1.84311], [1.90948, -2.88796, -0.46968], [1.91808, -1.58872, -1.47542], [0.62997, -2.59969, -1.43707], [0.11404, -1.68924, 0.88613], [1.61925, -0.68038, 0.69703], [-0.92751, 1.58857, -0.72277], [0.15390, 0.54088, 1.72802], [0.60314, 2.25772, 1.17910], [-1.90977, 2.72009, 1.29598], [-1.02970, 2.38902, 2.86108], [-2.06476, 1.18316, 2.16223]],
  "atomic_forces_ev_per_a": [[1.1, -0.4, 0.1], [-1.2, -1.5, -1.2], [0.7, 1.7, 0.2], [-0.6, 1.1, 0.4], [-0.8, -0.9, 0.4], [-1.7, -1.5, -0.5], [0.0, -0.6, 0.3], [-0.1, 0.3, 0.4], [-0.3, -0.2, 0.0], [-0.4, 0.7, 0.2], [0.6, 0.1, -0.1], [0.0, 0.1, -0.1], [0.0, -0.4, -0.5], [0.7, 0.6, 0.4], [0.7, -0.4, -0.2], [0.5, 0.0, 0.4], [0.2, 0.6, 0.2], [0.7, 0.7, -0.4]],
  "nbo_charge": [-0.673, -0.329, 0.644, -0.575, -0.221, -0.619, -0.610, 0.441, 0.451, 0.472, 0.258, 0.257, 0.421, 0.188, 0.218, 0.224, 0.238, 0.215],
  "total_charge": 1,
  "energy_ev": -9347.6380,
  "homo_ev": -13.970,
  "smiles": "CCNC(=O)C[NH3+]"
}



[6]
{
  "formula": "C4H11N2O",
  "method": "ωB97M-V/def2-TZVPD",
  "species": ["C", "C", "C", "C", "N", "N", "O", "H", "H", "H", "H", "H", "H", "H", "H", "H", "H", "H"],
  "coordinates": [[2.39355, 0.10837, 0.14224], [1.11714, -0.14808, -0.46792], [-0.17725, 1.58267, -1.55477], [-1.45778, -1.08091, 1.14689], [0.19654, 0.20954, -1.29078], [-0.13314, -0.55880, 1.47348], [1.88727, -1.18320, -0.28616], [3.21333, 0.48905, -0.45923], [2.47054, 0.24396, 1.21153], [-0.16165, 1.74790, -2.63240], [-1.18132, 1.78825, -1.18768], [0.53125, 2.25862, -1.08265], [-2.06208, -1.26748, 2.03688], [-1.98524, -0.36025, 0.52366], [-1.34858, -2.01927, 0.60658], [-0.36897, -0.51360, -1.72739], [0.38703, -1.24024, 2.01592], [-0.21813, 0.29574, 2.01790]],
  "atomic_forces_ev_per_a": [[0.2, 0.9, 0.2], [0.4, 0.2, 0.5], [-0.2, 0.6, -0.2], [-0.1, 0.0, 0.1], [-0.1, -0.8, -0.2], [0.3, 0.4, -0.1], [-0.5, -1.0, -0.5], [-0.1, 0.0, 0.0], [-0.1, 0.0, 0.0], [0.0, 0.0, 0.1], [0.0, 0.0, 0.1], [0.0, -0.1, 0.0], [0.0, 0.0, -0.1], [-0.1, 0.0, -0.1], [-0.1, 0.0, -0.1], [0.2, 0.0, 0.1], [0.0, 0.1, 0.1], [0.0, -0.2, 0.1]],
  "nbo_charge": [-0.117, 0.698, -0.416, -0.425, -0.519, -0.818, -0.379, 0.234, 0.229, 0.239, 0.227, 0.230, 0.216, 0.193, 0.206, 0.437, 0.384, 0.379],
  "total_charge": 1,
  "energy_ev": -9345.5180,
  "homo_ev": -14.086
}



Gap between HOMO and LUMO across the listed records, respectively: 10.22 9.51 10.54 8.01 10.31 10.97 eV.
Energy relative to the best compared isomer or geometry (same formula, charge and spin) across the listed records, respectively: 137.9 83.6 107.3 43.1 28.1 77.0 kcal/mol.